1.
The molecule C3H6O, computed with ωB97M-V/def2-TZVPD.

Each line ends with the natural charge from an NBO analysis.
Positions of all 10 atoms, in Å:
C: 1.57 0.18 0.54  -0.255
C: -0.59 0.69 0.16  0.301
O: 0.22 -0.14 0.82  -0.537
C: -1.56 -0.22 -0.53  -0.786
H: 2.17 -0.59 1.02  0.195
H: 1.68 0.10 -0.55  0.180
H: 1.84 1.20 0.84  0.200
H: -1.41 0.06 -1.59  0.251
H: -1.32 -1.28 -0.40  0.208
H: -2.60 0.01 -0.30  0.243

Properties
**E**: -5252.136 eV
**E_HOMO**: -8.4 eV
**LUMO energy**: 0.8 eV
**Multiplicity**: 1



2.
A cluster of 2 separate species, C3H6O in total at a distorted geometry, computed with ωB97M-V/def2-TZVPD.

Each line ends with the natural charge from an NBO analysis.
Positions of all 10 atoms, in Å:
C: -2.09 -1.38 0.60  -0.411
C: -2.60 -2.31 -0.25  -0.380
H: -1.34 -1.59 1.41  0.206
H: -2.67 -0.46 0.81  0.191
H: -1.97 -3.26 -0.53  0.192
H: -3.61 -2.33 -0.66  0.202
O: 2.30 2.33 -0.70  -0.488
C: 2.36 1.48 0.20  0.255
H: 2.54 1.89 1.16  0.114
H: 2.64 0.36 0.11  0.120

Properties
**E**: -5252.916 eV
**E_HOMO**: -9.9 eV
**LUMO energy**: 0.4 eV
**Multiplicity**: 1



3.
A cluster of 2 separate species, C3H6O2 in total at a distorted geometry, computed with ωB97M-V/def2-TZVPD.

Each line ends with the Löwdin spin population.
Positions of all 11 atoms, in Å:
O: 3.33 -0.67 -0.05  0.357
C: 2.90 -1.28 -1.07  0.452
H: 3.57 -1.88 -1.72  0.065
H: 1.82 -1.47 -1.17  0.070
C: -1.96 1.49 0.96  0.005
C: -1.82 0.24 0.54  0.010
O: -0.88 -0.27 -0.31  0.028
H: -2.77 1.60 1.67  0.000
H: -1.58 2.39 0.51  0.002
H: -2.46 -0.53 0.94  0.000
H: -0.17 0.39 -0.30  0.011

Properties
**E**: -7300.407 eV
**E_HOMO (spin up / spin down)**: 0.7 / -2.7 eV
**LUMO energy (spin up / spin down)**: 3.6 / 3.5 eV
**Multiplicity**: 2
**Charge**: -1



4.
A cluster of 2 separate species, C3H6O2 in total at a distorted geometry, computed with ωB97M-V/def2-TZVPD.

Each line ends with the natural charge from an NBO analysis.
Positions of all 11 atoms, in Å:
C: -0.29 -1.37 -1.23  -0.374
C: 0.95 -0.79 -1.28  -0.384
H: -0.87 -1.27 -0.27  0.197
H: -0.61 -2.08 -1.95  0.195
H: 1.43 0.01 -0.78  0.189
H: 1.59 -1.17 -2.00  0.177
O: 0.18 1.87 2.58  -0.570
C: -0.56 1.24 1.86  0.637
O: -0.67 1.21 0.47  -0.677
H: -1.21 0.50 2.39  0.117
H: 0.06 1.86 0.20  0.493

Properties
**E**: -7301.548 eV
**E_HOMO**: -9.9 eV
**LUMO energy**: 0.8 eV
**Multiplicity**: 1



5.
A structure of composition C3H6O2 at a distorted geometry, computed with ωB97M-V/def2-TZVPD.

Each line ends with the natural charge from an NBO analysis.
Positions of all 11 atoms, in Å:
C: 0.56 1.04 0.11  -0.129
C: 0.90 -0.95 -0.18  -0.136
O: -0.25 -1.13 -0.79  -0.503
C: -1.24 -0.39 -0.12  0.224
O: -0.80 0.93 -0.08  -0.525
H: 0.94 1.83 -0.54  0.185
H: 0.83 1.22 1.15  0.162
H: 1.60 -0.11 -0.61  0.244
H: 0.98 -1.14 0.87  0.163
H: -2.17 -0.42 -0.68  0.182
H: -1.37 -0.78 0.90  0.134

Properties
**E**: -7299.137 eV
**E_HOMO**: -8.7 eV
**LUMO energy**: 1.0 eV
**Multiplicity**: 1



6.
The molecule C3H6O2, computed with ωB97M-V/def2-TZVPD.

Each line ends with the natural charge from an NBO analysis.
Positions of all 11 atoms, in Å:
C: -0.18 1.05 -0.85  -0.621
C: -0.12 -0.31 -0.17  -0.001
O: 0.84 -1.13 -0.75  -0.704
C: 0.02 -0.38 1.32  0.419
O: 0.65 -1.29 1.82  -0.541
H: -0.43 0.91 -1.91  0.229
H: -0.96 1.67 -0.39  0.210
H: 0.78 1.59 -0.81  0.220
H: -1.14 -0.75 -0.17  0.177
H: 1.21 -1.63 0.01  0.489
H: -0.67 0.27 1.89  0.123

Properties
**E**: -7302.580 eV
**E_HOMO**: -10.2 eV
**LUMO energy**: 0.7 eV
**Multiplicity**: 1



7.
A cluster of 2 separate species, C3H6O2 in total at a distorted geometry, computed with ωB97M-V/def2-TZVPD.

Each line ends with the natural charge from an NBO analysis.
Positions of all 11 atoms, in Å:
C: -1.23 -1.55 -0.12  -0.396
C: -1.80 -0.25 -0.20  -0.394
H: -1.19 -2.38 -0.83  0.204
H: -1.19 -1.85 0.93  0.181
H: -2.01 0.21 -1.18  0.214
H: -1.78 0.20 0.76  0.192
O: 1.23 1.56 -1.00  -0.566
C: 1.36 1.14 0.17  0.638
O: 2.69 0.76 0.66  -0.719
H: 0.59 1.26 0.90  0.149
H: 3.32 0.89 -0.10  0.495

Properties
**E**: -7301.196 eV
**E_HOMO**: -10.0 eV
**LUMO energy**: 0.9 eV
**Multiplicity**: 1



8.
The molecule C3H6O2, computed with ωB97M-V/def2-TZVPD.

Each line ends with the natural charge from an NBO analysis.
Positions of all 11 atoms, in Å:
O: -0.93 0.75 -0.48  -0.534
C: -1.08 -0.56 0.12  -0.065
C: 0.44 -0.78 0.10  -0.485
C: 0.49 0.63 -0.51  0.383
O: 1.12 1.64 0.21  -0.704
H: 0.56 1.80 0.98  0.472
H: -1.67 -1.23 -0.50  0.177
H: -1.54 -0.49 1.12  0.171
H: 0.77 -1.58 -0.57  0.216
H: 0.94 -0.88 1.06  0.217
H: 0.90 0.70 -1.53  0.152

Properties
**E**: -7302.116 eV
**E_HOMO**: -10.1 eV
**LUMO energy**: 1.0 eV
**Multiplicity**: 1



9.
The molecule C3H6O2 at a distorted geometry, computed with ωB97M-V/def2-TZVPD.

Each line ends with the natural charge from an NBO analysis.
Positions of all 11 atoms, in Å:
C: -0.92 -0.61 -0.17  -0.086
C: 0.34 -0.11 0.53  0.022
C: 1.69 -0.39 -0.10  -0.116
H: -1.72 1.19 -0.24  0.471
H: -0.71 -0.77 -1.20  0.173
H: -1.20 -1.56 0.37  0.183
H: 0.34 0.14 1.60  0.196
H: 2.53 -0.50 0.59  0.188
H: 1.75 -0.96 -1.06  0.187
O: -2.02 0.26 0.01  -0.711
O: 1.06 0.89 -0.22  -0.506

Properties
**E**: -7301.450 eV
**E_HOMO**: -10.3 eV
**LUMO energy**: 1.1 eV
**Multiplicity**: 1



10.
The molecule C3H6O2, computed with ωB97M-V/def2-TZVPD.

Each line ends with the natural charge from an NBO analysis.
Positions of all 11 atoms, in Å:
C: -1.60 -0.16 -0.11  -0.723
C: -0.19 0.35 0.17  0.569
O: -0.05 1.40 0.77  -0.557
C: 1.12 -0.34 -0.25  -0.160
O: 2.15 -0.01 0.64  -0.704
H: -1.76 -1.21 0.16  0.231
H: -1.89 -0.03 -1.16  0.239
H: -2.26 0.47 0.49  0.244
H: 1.36 0.03 -1.27  0.183
H: 1.07 -1.43 -0.30  0.193
H: 2.03 0.93 0.86  0.485

Properties
**E**: -7302.783 eV
**E_HOMO**: -10.0 eV
**LUMO energy**: 0.9 eV
**Multiplicity**: 1



11.
The molecule C3H6O2 at a distorted geometry, computed with ωB97M-V/def2-TZVPD.

Each line ends with the natural charge from an NBO analysis.
Positions of all 11 atoms, in Å:
C: -0.88 0.76 0.27  -0.180
C: 1.52 -0.32 -0.28  -0.725
C: 0.00 -0.41 -0.21  0.577
O: -2.20 0.32 -0.13  -0.692
O: -0.54 -1.46 -0.40  -0.538
H: -0.67 0.81 1.31  0.186
H: 1.82 -0.75 -1.18  0.240
H: 1.92 -0.87 0.54  0.238
H: 2.03 0.66 -0.13  0.217
H: -0.69 1.72 -0.23  0.203
H: -2.31 -0.47 0.43  0.474

Properties
**E**: -7302.330 eV
**E_HOMO**: -9.9 eV
**LUMO energy**: 0.8 eV
**Multiplicity**: 1



12.
The molecule C3H6O2 at a distorted geometry, computed with ωB97M-V/def2-TZVPD.

Each line ends with the natural charge from an NBO analysis.
Positions of all 11 atoms, in Å:
C: 1.32 0.52 -0.57  -0.274
O: -0.09 0.81 -0.68  -0.508
C: -0.90 0.56 0.37  0.239
C: -0.57 -1.61 0.35  0.035
O: -1.60 -0.88 0.62  -0.502
H: 1.77 1.05 0.27  0.172
H: 1.42 -0.55 -0.43  0.224
H: 1.79 0.85 -1.51  0.194
H: -1.82 1.08 0.18  0.179
H: -0.41 0.67 1.33  0.170
H: -0.88 -2.64 0.12  0.072

Properties
**E**: -7298.647 eV
**E_HOMO**: -8.0 eV
**LUMO energy**: 1.0 eV
**Multiplicity**: 1



13.
The molecule C3H6O2, computed with ωB97M-V/def2-TZVPD.

Each line ends with the natural charge from an NBO analysis.
Positions of all 11 atoms, in Å:
O: 0.62 1.32 0.64  -0.731
C: 0.49 0.39 -0.40  0.042
C: 0.37 -1.08 -0.02  -0.488
C: -0.85 -0.27 -0.37  0.079
O: -1.73 0.17 0.61  -0.696
H: 1.55 1.52 0.79  0.488
H: 0.89 0.71 -1.36  0.183
H: 0.48 -1.29 1.04  0.230
H: 0.73 -1.86 -0.68  0.221
H: -1.32 -0.47 -1.33  0.184
H: -1.22 0.85 1.09  0.488

Properties
**E**: -7301.749 eV
**E_HOMO**: -9.5 eV
**LUMO energy**: 0.8 eV
**Multiplicity**: 1



14.
A structure of composition C3H6O2 at a distorted geometry, computed with ωB97M-V/def2-TZVPD.

Each line ends with the natural charge from an NBO analysis.
Positions of all 11 atoms, in Å:
C: 1.36 -0.69 -0.23  -0.116
C: 0.29 0.14 0.40  0.081
C: -0.88 0.63 -0.38  -0.113
O: 1.51 0.65 0.12  -0.481
O: -2.03 0.01 0.21  -0.711
H: 2.00 -1.27 0.33  0.186
H: 1.33 -0.78 -1.28  0.179
H: -0.17 -0.10 1.64  0.140
H: -0.86 0.34 -1.49  0.185
H: -0.89 1.73 -0.15  0.186
H: -1.65 -0.66 0.83  0.462

Properties
**E**: -7300.260 eV
**E_HOMO**: -10.5 eV
**LUMO energy**: 1.0 eV
**Multiplicity**: 1



15.
A cluster of 2 separate species, C3H6O2 in total, computed with ωB97M-V/def2-TZVPD.

Each line ends with the natural charge from an NBO analysis.
Positions of all 11 atoms, in Å:
O: -0.53 -2.22 -0.72  -0.488
C: 0.62 -2.53 -0.91  0.288
H: 1.01 -3.54 -0.68  0.097
H: 1.43 -1.87 -1.28  0.105
O: -1.08 1.98 -1.11  -0.515
C: -0.67 2.08 0.02  0.444
C: -0.12 0.95 0.85  -0.730
H: -0.68 3.04 0.56  0.093
H: -0.63 1.01 1.82  0.228
H: 0.93 1.12 1.09  0.231
H: -0.28 0.00 0.37  0.246

Properties
**E**: -7301.757 eV
**E_HOMO**: -9.8 eV
**LUMO energy**: 0.7 eV
**Multiplicity**: 1



16.
The molecule C3H6O2 at a distorted geometry, computed with ωB97M-V/def2-TZVPD.

Each line ends with the natural charge from an NBO analysis.
Positions of all 11 atoms, in Å:
O: -0.80 0.74 -0.47  -0.555
C: -0.97 -0.52 0.23  -0.069
C: 0.51 -0.87 0.07  -0.481
C: 0.67 0.56 -0.47  0.377
O: 1.02 1.52 0.46  -0.726
H: 0.03 1.69 0.60  0.494
H: -1.68 -1.13 -0.33  0.184
H: -1.31 -0.40 1.26  0.177
H: 0.69 -1.63 -0.70  0.214
H: 1.09 -1.09 0.97  0.225
H: 1.13 0.71 -1.45  0.160

Properties
**E**: -7301.535 eV
**E_HOMO**: -10.3 eV
**LUMO energy**: 1.1 eV
**Multiplicity**: 1



17.
A structure of composition C3H6O2 at a distorted geometry, computed with ωB97M-V/def2-TZVPD.

Each line ends with the natural charge from an NBO analysis.
Positions of all 11 atoms, in Å:
C: -0.24 -0.77 -0.58  0.294
C: 0.88 0.14 -0.17  -0.065
C: 0.60 1.09 0.77  -0.553
O: -1.15 0.21 -0.98  -0.733
O: -0.68 -1.49 0.55  -0.733
H: -1.58 -1.79 0.36  0.480
H: 0.00 -1.43 -1.43  0.155
H: 1.66 0.28 -0.90  0.210
H: 0.00 0.83 1.63  0.245
H: 1.29 1.90 0.93  0.220
H: -0.79 1.04 -0.17  0.481

Properties
**E**: -7300.529 eV
**E_HOMO**: -9.7 eV
**LUMO energy**: 0.4 eV
**Multiplicity**: 1



18.
The molecule C3H6O2 at a distorted geometry, computed with ωB97M-V/def2-TZVPD.

Each line ends with the natural charge from an NBO analysis.
Positions of all 11 atoms, in Å:
C: 1.05 0.64 -0.47  -0.642
C: 0.50 -0.69 0.07  -0.087
C: -1.72 -0.12 0.30  0.633
H: 2.06 0.60 -0.06  0.217
H: 1.07 0.70 -1.55  0.210
H: 0.49 1.45 -0.01  0.243
H: 0.98 -1.52 -0.42  0.196
H: 0.61 -0.61 1.20  0.209
H: -2.78 -0.21 0.09  0.134
O: -0.92 -0.98 -0.26  -0.492
O: -1.33 0.73 1.10  -0.620

Properties
**E**: -7302.845 eV
**E_HOMO**: -10.5 eV
**LUMO energy**: 1.0 eV
**Multiplicity**: 1



19.
The molecule C3H6O2, computed with ωB97M-V/def2-TZVPD.

Each line ends with the natural charge from an NBO analysis.
Positions of all 11 atoms, in Å:
C: 1.23 -0.38 0.16  -0.811
C: 0.03 0.35 0.43  -0.061
O: -0.07 1.19 -1.06  -0.800
C: -1.24 -0.45 0.44  0.411
O: -1.85 -0.74 -0.56  -0.541
H: 2.12 -0.13 0.74  0.224
H: 1.12 -1.43 -0.12  0.216
H: 0.88 0.55 -1.06  0.482
H: 0.06 1.17 1.15  0.236
H: -0.74 0.68 -1.56  0.507
H: -1.53 -0.83 1.44  0.137

Properties
**E**: -7299.687 eV
**E_HOMO**: -8.5 eV
**LUMO energy**: 0.7 eV
**Multiplicity**: 1



20.
The molecule C3H6O2 at a distorted geometry, computed with ωB97M-V/def2-TZVPD.

Each line ends with the natural charge from an NBO analysis.
Positions of all 11 atoms, in Å:
C: 1.25 -0.61 -0.47  -0.120
C: 0.42 0.18 0.54  0.033
C: -0.88 0.77 0.07  -0.080
O: 1.68 0.56 0.16  -0.462
O: -1.94 -0.11 0.28  -0.698
H: 1.81 -1.62 -0.30  0.180
H: 1.03 -0.55 -1.47  0.170
H: 0.20 -0.24 1.57  0.179
H: -0.78 1.03 -1.13  0.145
H: -1.23 1.63 0.69  0.194
H: -1.54 -1.04 0.05  0.460

Properties
**E**: -7300.570 eV
**E_HOMO**: -10.3 eV
**LUMO energy**: 0.9 eV
**Multiplicity**: 1